Entry 1:
DFT (ωB97M-V/def2-TZVPD) results for one molecule with the formula C6H10O.

Summary:
**Molar mass**: 98.14 g mol⁻¹
**Largest force on an atom**: 0.47 eV/A
**Orbital gap**: 9.138 eV
**HOMO level**: -8.2648 eV
**Energy relative to the best compared isomer or geometry (same formula, charge and spin)**: 85.3 kcal/mol
**LUMO energy**: 0.87 eV
**Calculated total energy**: -309.70638 Eh
**Multiplicity**: 1

Cartesian coordinates (Å):
C (-1.77, 0.14, 1.15)
C (-0.32, 0.55, 1.12)
C (0.77, -0.46, 0.96)
C (2.00, -1.12, -2.07)
O (0.73, -0.92, -2.18)
C (-0.04, 0.11, -1.45)
C (0.53, 0.54, -0.14)
H (-2.43, 0.95, 0.81)
H (-2.06, -0.13, 2.17)
H (-1.97, -0.73, 0.52)
H (-0.09, 1.38, 1.79)
H (1.68, -0.37, 1.55)
H (0.47, -1.49, 0.76)
H (2.38, -0.40, -1.30)
H (-1.03, -0.34, -1.34)
H (-0.13, 0.95, -2.15)
H (1.26, 1.35, -0.19)

---

Entry 2:
DFT (ωB97M-V/def2-TZVPD) results for C31H32N6O6SSn as an isolated structure.

Summary:
**Charge**: +2
**Molar mass**: 735.41 g mol⁻¹
**Largest force on an atom**: 0.21 eV/A
**Orbital gap**: 7.621 eV
**HOMO level**: -13.8352 eV
**Energy relative to the best compared isomer or geometry (same formula, charge and spin)**: 29.4 kcal/mol
**LUMO energy**: -6.21 eV
**Calculated total energy**: -2592.56700 Eh
**Multiplicity**: 1

Cartesian coordinates (Å):
Sn (-0.96, 0.73, -1.64)
C (0.01, 3.84, 1.58)
C (0.00, 2.77, 0.69)
N (-1.03, 2.51, -0.10)
C (-2.10, 3.34, -0.07)
C (-2.18, 4.43, 0.80)
C (-1.08, 4.66, 1.65)
C (-3.35, 5.26, 0.80)
C (-4.37, 5.01, -0.05)
C (-4.31, 3.92, -0.98)
C (-5.33, 3.65, -1.90)
C (-5.18, 2.60, -2.78)
C (-4.01, 1.84, -2.72)
N (-3.04, 2.07, -1.86)
C (-3.18, 3.09, -0.99)
H (0.88, 4.00, 2.21)
H (0.85, 2.11, 0.64)
H (-1.11, 5.50, 2.34)
H (-3.39, 6.09, 1.49)
H (-5.25, 5.64, -0.05)
H (-6.21, 4.27, -1.92)
H (-5.94, 2.37, -3.51)
H (-3.86, 1.02, -3.42)
O (-1.64, -6.37, -1.63)
C (-1.37, -5.09, -1.38)
O (-2.24, -4.27, -1.49)
C (0.02, -4.69, -0.99)
C (1.19, -5.57, -1.07)
C (2.39, -5.25, -0.56)
C (2.55, -3.98, 0.10)
C (1.51, -2.92, -0.16)
C (0.18, -3.45, -0.52)
N (3.51, -3.73, 0.90)
C (4.55, -3.07, 1.14)
C (5.24, -2.34, 0.06)
C (6.36, -1.58, 0.36)
C (6.96, -0.89, -0.68)
C (6.41, -0.99, -1.94)
C (5.28, -1.79, -2.13)
N (4.70, -2.46, -1.15)
H (-0.92, -6.97, -1.39)
H (1.09, -6.54, -1.56)
H (3.22, -5.95, -0.56)
H (1.92, -2.42, -1.06)
H (-0.67, -2.77, -0.46)
H (4.93, -3.04, 2.16)
H (6.74, -1.54, 1.37)
H (7.83, -0.28, -0.50)
H (6.85, -0.46, -2.78)
H (4.84, -1.88, -3.12)
O (1.49, -2.00, 0.91)
S (1.42, -0.42, 0.53)
O (1.81, 0.21, 1.74)
O (-0.03, -0.21, 0.21)
O (2.24, -0.25, -0.64)
C (-6.66, -2.37, -1.67)
C (-5.28, -2.94, -1.41)
N (-4.38, -1.97, -0.78)
C (-4.60, -1.71, 0.65)
C (-5.15, -0.32, 0.94)
C (-3.38, -1.37, -1.43)
C (-3.27, -1.56, -2.91)
N (-2.49, -0.62, -0.82)
H (-7.29, -3.13, -2.13)
H (-6.62, -1.51, -2.34)
H (-7.15, -2.06, -0.74)
H (-4.82, -3.30, -2.33)
H (-5.33, -3.80, -0.75)
H (-3.67, -1.90, 1.20)
H (-5.30, -2.47, 0.99)
H (-4.48, 0.47, 0.59)
H (-5.29, -0.19, 2.01)
H (-6.11, -0.18, 0.45)
H (-2.94, -2.58, -3.11)
H (-2.54, -0.88, -3.34)
H (-4.23, -1.42, -3.41)
H (-2.57, -0.61, 0.19)

---

Entry 3:
DFT (ωB97M-V/def2-TZVPD) results for C29H29P2PdS2 as an isolated structure.

Summary:
**Charge**: -1
**Molar mass**: 610.05 g mol⁻¹
**Largest force on an atom**: 1.53 eV/A
**Orbital gap**: 6.515 eV
**HOMO level**: -3.7312 eV
**LUMO energy**: 2.78 eV
**Calculated total energy**: -2729.52202 Eh
**Multiplicity**: 1

Cartesian coordinates (Å):
Pd (0.89, 0.65, -1.98)
S (1.20, -1.70, -2.43)
P (0.50, -1.63, -0.51)
C (0.97, -0.28, 0.32)
P (0.43, 1.20, 0.76)
S (0.68, 2.66, -0.66)
C (-1.33, 1.23, 1.31)
C (-2.33, 1.81, 0.55)
C (-3.66, 1.71, 0.93)
C (-3.99, 1.02, 2.09)
C (-3.00, 0.43, 2.86)
C (-1.67, 0.53, 2.46)
C (1.30, 1.78, 2.26)
C (0.83, 2.86, 3.00)
C (1.53, 3.31, 4.12)
C (2.71, 2.68, 4.49)
C (3.19, 1.60, 3.75)
C (2.48, 1.16, 2.64)
C (1.06, -3.16, 0.34)
C (1.37, -3.10, 1.70)
C (1.76, -4.25, 2.37)
C (1.84, -5.46, 1.70)
C (1.54, -5.52, 0.34)
C (1.15, -4.37, -0.33)
C (-1.32, -1.85, -0.55)
C (-1.99, -2.60, 0.40)
C (-3.38, -2.64, 0.42)
C (-4.11, -1.93, -0.53)
C (-3.44, -1.18, -1.48)
C (-2.06, -1.13, -1.50)
H (-2.05, 2.35, -0.35)
H (-4.43, 2.16, 0.33)
H (-5.03, 0.94, 2.39)
H (-3.26, -0.11, 3.76)
H (-0.90, 0.05, 3.05)
H (-0.09, 3.35, 2.71)
H (1.15, 4.14, 4.69)
H (3.25, 3.03, 5.36)
H (4.11, 1.11, 4.04)
H (2.83, 0.32, 2.05)
H (1.32, -2.14, 2.20)
H (2.00, -4.20, 3.43)
H (2.14, -6.35, 2.22)
H (1.61, -6.46, -0.19)
H (0.92, -4.40, -1.39)
H (-1.43, -3.15, 1.15)
H (-3.90, -3.23, 1.17)
H (-5.19, -1.96, -0.51)
H (-4.01, -0.61, -2.22)
H (-1.52, -0.54, -2.23)
C (0.16, 2.13, -5.08)
C (1.33, 2.61, -4.24)
C (2.35, 3.34, -5.11)
C (1.98, 1.45, -3.49)
H (-0.39, 2.97, -5.53)
H (-0.54, 1.55, -4.48)
H (0.51, 1.49, -5.90)
H (0.95, 3.33, -3.50)
H (2.76, 2.66, -5.87)
H (3.18, 3.72, -4.52)
H (1.90, 4.19, -5.64)
H (2.88, 1.78, -2.96)
H (2.26, 0.66, -4.19)

---

Entry 4:
DFT (ωB97M-V/def2-TZVPD) results for C4H2FInLiO4 as an isolated structure.

Summary:
**Charge**: +3
**Molar mass**: 254.81 g mol⁻¹
**Largest force on an atom**: 5.84 eV/A
**Orbital gap (spin up / spin down)**: 3.149 / 3.014 eV
**HOMO level (spin up / spin down)**: -20.5046 / -21.2283 eV
**Energy relative to the best compared isomer or geometry (same formula, charge and spin)**: 0.0 kcal/mol
**LUMO energy (spin up / spin down)**: -17.36 / -18.21 eV
**Calculated total energy**: -750.70182 Eh
**Multiplicity**: 1

Cartesian coordinates (Å):
O (-3.78, 0.95, -0.58)
C (-4.29, 1.28, -1.57)
O (-4.81, 1.60, -2.55)
O (-0.39, -2.60, 5.26)
C (-1.32, -2.17, 6.06)
C (-0.53, -2.06, 3.91)
O (-2.06, -1.28, 5.40)
C (-1.90, -1.43, 3.95)
Li (-3.64, -3.05, 5.99)
H (-0.45, -2.88, 3.19)
H (0.27, -1.32, 3.77)
F (-2.86, -2.42, 3.61)
In (-2.31, 0.31, 2.93)

---

Entry 5:
DFT (ωB97M-V/def2-TZVPD) results for a 2-piece molecular cluster, CH2N2O3P overall.

Summary:
**Charge**: -1
**Molar mass**: 121.01 g mol⁻¹
**Largest force on an atom**: 4.65 eV/A
**Orbital gap (spin up / spin down)**: 8.002 / 7.997 eV
**HOMO level (spin up / spin down)**: -4.0096 / -4.0048 eV
**Energy relative to the best compared isomer or geometry (same formula, charge and spin)**: 54.7 kcal/mol
**LUMO energy (spin up / spin down)**: 3.99 / 3.99 eV
**Calculated total energy**: -715.91068 Eh
**Multiplicity**: 1

Cartesian coordinates (Å):
C (-0.69, -2.03, -0.07)
N (-0.60, -3.07, -0.56)
N (1.30, 1.48, -0.43)
O (-2.16, 0.33, 0.30)
O (0.01, -0.14, 1.54)
O (0.71, 0.47, -1.28)
P (-0.84, -0.35, 0.35)
H (1.38, 0.94, 0.48)
H (0.89, 2.37, -0.33)

---

Entry 6:
DFT (ωB97M-V/def2-TZVPD) results for one molecule with the formula C3H6OS.

Summary:
**Molar mass**: 90.15 g mol⁻¹
**Largest force on an atom**: 2.41 eV/A
**Orbital gap**: 10.232 eV
**HOMO level**: -9.3440 eV
**SMILES**: SC1COC1
**Energy relative to the best compared isomer or geometry (same formula, charge and spin)**: 43.4 kcal/mol
**LUMO energy**: 0.89 eV
**Calculated total energy**: -591.26380 Eh
**Multiplicity**: 1

Cartesian coordinates (Å):
S (0.86, -1.92, 0.51)
C (-0.21, -0.46, 0.30)
C (0.15, 0.89, 0.82)
O (-0.35, 1.46, -0.38)
C (-0.49, 0.17, -1.04)
H (1.57, -1.46, -0.59)
H (-1.07, -0.82, 0.81)
H (-0.40, 1.12, 1.69)
H (1.25, 1.03, 1.06)
H (-1.55, -0.09, -1.38)
H (0.24, 0.09, -1.81)